Below is a cluster of 2 separate species, C3H5F3O2 in total in a non-equilibrium geometry, with properties calculated with ωB97M-V/def2-TZVPD.

Atoms and positions in Å:
C: 2.237015 0.120780 0.911182
C: -1.652070 0.075412 -1.390976
C: 0.026258 0.126009 0.505655
O: -2.807721 -0.279737 -0.813774
O: 1.183061 -0.028482 -0.049287
F: -1.178575 -0.867517 -2.291816
F: -0.212517 1.349353 1.036176
F: -0.343190 -0.808934 1.412387
H: 3.347380 0.116515 0.459296
H: 2.110154 -0.784724 1.694333
H: 2.032435 1.021522 1.549551
H: -1.504962 1.067481 -1.841789
H: -3.237267 -1.107677 -1.180936

Cartesian forces (eV/Å) of the 3 atoms listed first:
1.888 -1.530 2.597
2.192 -1.255 0.763
-4.268 0.140 -2.234

As for the HOMO-LUMO gap (alpha / beta): 9.08 / 8.90 eV. As for the HOMO energy (alpha / beta): -8.37 / -8.14 eV. As for the multiplicity: 1. For the LUMO energy (alpha / beta), the calculation gives 0.708 / 0.757 eV. As for the total energy: -567.23945 Eh.